Record 1
Below is a structure of composition ClH6O3Zn in a non-equilibrium geometry, with properties calculated with the ωB97M-V functional and the def2-TZVPD basis.

Structure (XYZ):
```
11
Properties=species:S:1:pos:R:3:forces:R:3
Zn 2.476 0.381 0.452 3.93 0.48 1.14
Cl 0.623 0.226 -0.009 -0.98 0.05 -1.57
O -0.710 0.832 2.246 -0.11 0.43 0.72
H -0.223 0.146 2.702 -0.08 -0.26 0.36
H -0.403 0.784 1.341 -0.71 0.61 1.58
O -2.041 0.628 -0.220 -0.25 0.34 -0.30
H -1.152 0.384 0.039 -1.70 -0.13 -0.13
H -2.405 -0.168 -0.607 -0.35 -0.26 -0.21
O 1.052 -1.227 -2.258 0.06 -0.48 -0.40
H 1.931 -0.861 -2.357 0.26 0.00 -0.47
H 0.852 -1.124 -1.328 -0.07 -0.78 -0.75
```
Forces are in eV/Å.

Calculated values
- E_tot: -2468.383479 hartree
- Frontier orbital gap: 5.04 eV
- Charge: +1
- 2S+1: 1

---

Record 2
Below is the ion C3H7O2 with charge -1 in a non-equilibrium geometry, with properties calculated with the ωB97M-V functional and the def2-TZVPD basis.

Structure (XYZ):
```
12
Properties=species:S:1:pos:R:3:forces:R:3
O 1.057 2.192 0.790 -0.16 -0.36 -0.29
C 0.159 1.212 1.017 0.51 0.85 1.71
C 0.492 -0.163 0.367 -0.18 0.55 -0.61
C -0.486 -0.586 -0.697 0.13 -0.58 -0.72
O 0.190 -1.487 -1.625 0.71 -0.08 0.70
H -0.888 1.550 0.861 -0.50 -0.31 -1.02
H 0.009 1.009 2.141 0.49 -0.28 -0.24
H 1.447 -0.071 -0.159 0.07 0.25 0.33
H 0.590 -0.926 1.132 0.01 -0.35 0.07
H -1.321 -1.139 -0.251 -0.25 0.31 -0.15
H -0.815 0.248 -1.331 -0.20 0.17 0.63
H -0.433 -1.838 -2.246 -0.62 -0.15 -0.40
```
Forces are in eV/Å.

Calculated values
- E_tot: -268.940792 hartree
- Frontier orbital gap: 5.60 eV
- Charge: -1
- Structure (SMILES): [O-]CCCO
- 2S+1: 1

---

Record 3
Below is a structure of composition C34H54N3O3SV, with properties calculated with the ωB97M-V functional and the def2-TZVPD basis.

Structure (XYZ):
```
96
Properties=species:S:1:pos:R:3:forces:R:3
V 1.380 2.695 0.491 0.42 0.53 -0.04
C 1.920 5.420 0.475 0.06 -0.01 -0.02
N 1.032 4.843 -0.547 0.04 -0.08 0.02
C 1.441 5.205 -1.899 0.02 -0.01 -0.02
C -0.379 5.165 -0.305 -0.03 0.02 -0.03
C -1.050 4.241 0.708 -0.02 -0.03 0.00
N -0.789 2.820 0.439 -0.07 -0.06 0.03
C -1.311 2.466 -0.899 0.02 -0.02 -0.03
C -1.048 1.067 -1.372 0.01 0.02 0.02
C -2.092 0.280 -1.809 -0.03 0.00 -0.02
C -1.872 -0.971 -2.380 0.01 0.01 0.00
C -0.550 -1.391 -2.441 -0.02 0.02 0.03
C 0.546 -0.634 -2.022 0.01 0.05 0.00
C 0.308 0.661 -1.495 -0.02 -0.07 -0.04
O 1.249 1.501 -1.151 0.02 -0.18 0.05
C 1.928 -1.301 -2.131 0.01 -0.02 0.01
C 2.136 -1.868 -3.546 0.00 0.00 0.00
C 3.123 -0.381 -1.854 -0.03 0.01 -0.02
C 1.971 -2.455 -1.116 0.00 0.00 -0.02
C -3.032 -1.760 -2.990 0.00 -0.02 -0.01
C -4.153 -1.976 -1.966 0.00 -0.01 0.00
C -2.595 -3.135 -3.500 0.00 0.03 0.01
C -3.596 -0.968 -4.179 0.00 -0.01 0.00
C -1.384 1.985 1.514 0.03 -0.01 0.00
C -0.774 0.622 1.723 -0.03 0.01 0.00
C -1.556 -0.520 1.627 -0.03 0.01 0.01
C -1.058 -1.771 1.957 0.02 -0.01 0.02
C 0.269 -1.826 2.394 -0.02 0.01 -0.01
C 1.092 -0.717 2.518 -0.01 0.04 0.01
C 0.567 0.553 2.157 -0.06 -0.07 -0.04
O 1.275 1.657 2.233 0.07 -0.12 -0.05
C 2.513 -0.829 3.078 0.01 -0.02 0.01
C 2.875 -2.272 3.444 -0.02 0.01 0.00
C 3.550 -0.346 2.053 -0.01 0.00 0.03
C 2.622 0.021 4.352 0.01 0.02 -0.01
C -1.877 -3.053 1.801 0.01 0.00 -0.02
C -3.380 -2.760 1.802 0.00 0.01 -0.01
C -1.497 -3.720 0.471 0.01 -0.01 0.02
C -1.606 -4.036 2.948 -0.02 0.02 0.00
H 2.911 5.577 0.038 -0.01 0.05 0.04
H 1.711 4.875 2.458 0.21 0.03 0.08
H 1.551 6.398 0.814 -0.06 -0.02 -0.01
H 2.481 4.919 -2.045 0.00 0.00 0.00
H 1.338 6.282 -2.095 0.00 0.00 0.00
H 0.835 4.655 -2.620 0.00 0.00 0.00
H -0.908 5.114 -1.256 0.01 -0.01 0.00
H -0.482 6.201 0.052 0.00 0.00 -0.01
H -2.133 4.448 0.704 0.00 0.02 0.00
H -0.679 4.454 1.711 0.00 -0.01 0.00
H -0.827 3.139 -1.609 -0.01 -0.01 0.00
H -2.394 2.666 -0.920 0.00 0.00 -0.01
H -3.104 0.671 -1.722 0.01 0.01 0.00
H -0.346 -2.375 -2.841 0.00 -0.01 -0.01
H 2.084 -1.067 -4.287 0.00 0.00 -0.01
H 1.398 -2.625 -3.812 0.00 0.00 0.00
H 3.124 -2.332 -3.613 0.00 0.00 0.00
H 3.141 0.467 -2.538 0.00 0.01 0.00
H 4.041 -0.962 -1.991 -0.01 0.00 0.00
H 3.109 0.017 -0.845 0.00 0.02 0.03
H 1.204 -3.202 -1.334 0.01 0.00 0.00
H 1.789 -2.078 -0.107 0.00 0.00 0.02
H 2.948 -2.948 -1.135 0.00 0.00 0.00
H -3.811 -2.621 -1.156 -0.01 0.01 0.00
H -5.015 -2.454 -2.442 0.00 0.00 0.00
H -4.489 -1.034 -1.531 0.00 0.00 0.00
H -2.172 -3.741 -2.697 0.00 -0.01 0.00
H -1.853 -3.050 -4.295 0.00 0.00 0.00
H -3.460 -3.667 -3.904 0.00 0.00 0.00
H -3.970 0.006 -3.859 0.00 0.00 0.00
H -4.421 -1.512 -4.651 0.00 0.00 0.00
H -2.819 -0.798 -4.927 0.00 0.00 0.00
H -2.464 1.885 1.332 0.00 0.00 0.00
H -1.252 2.555 2.438 0.01 0.00 0.00
H -2.578 -0.406 1.280 0.02 0.01 0.00
H 0.676 -2.793 2.651 0.02 -0.02 0.00
H 2.850 -2.929 2.571 0.00 0.00 0.00
H 2.205 -2.678 4.205 0.00 -0.01 0.00
H 3.891 -2.292 3.846 0.00 0.01 0.00
H 3.512 -0.963 1.154 0.00 0.00 -0.02
H 4.555 -0.431 2.478 0.00 0.01 0.00
H 3.381 0.693 1.780 0.00 0.00 -0.02
H 1.917 -0.335 5.108 0.00 0.00 0.00
H 2.408 1.065 4.130 0.01 -0.01 0.02
H 3.633 -0.051 4.765 0.01 0.00 0.00
H -3.673 -2.125 0.967 0.00 -0.01 0.01
H -3.680 -2.265 2.729 0.00 0.00 0.00
H -3.939 -3.696 1.716 0.00 0.00 0.00
H -1.644 -3.024 -0.357 0.00 0.00 -0.01
H -2.096 -4.620 0.294 0.00 0.00 0.00
H -0.441 -4.001 0.476 0.00 0.00 0.00
H -1.804 -3.568 3.914 0.00 -0.01 0.00
H -0.576 -4.393 2.950 0.02 0.00 0.00
H -2.254 -4.911 2.848 0.00 0.00 0.00
O 4.615 5.017 1.320 0.17 -0.09 -0.10
S 3.719 3.834 1.688 -0.37 -0.05 -0.08
N 2.056 4.493 1.586 -0.33 0.03 0.16
```
Forces are in eV/Å.

Calculated values
- E_tot: -3060.278760 hartree
- Frontier orbital gap (alpha / beta): 5.76 / 6.01 eV
- Charge: -1
- Expectation value of S²: 3.7565
- 2S+1: 4